# 1
# C20H40NP3SSeTb

A structure of composition C20H40NP3SSeTb (ωB97M-V/def2-TZVPD, the Open Molecules 2025 dataset).

Last column: Mulliken charge in e.
Element x y z (Å)
Tb (0.0256, 0.0042, 0.5330)  -0.63
P (-2.7821, -0.1247, 0.4109)  1.07
P (0.1219, -2.7540, 0.8190)  1.42
P (-0.0927, 2.7467, 0.7570)  1.38
H (2.8299, -0.9151, -0.7306)  0.53
C (2.9214, 0.0630, -0.2400)  -0.87
C (2.9064, 0.1353, 1.1349)  -0.58
H (2.9400, -0.7707, 1.7570)  0.42
C (-3.5868, -0.2142, -1.2337)  -1.29
C (-3.6986, -1.5080, 1.2134)  -1.19
C (-3.8089, 1.2210, 1.1417)  -1.19
C (1.7948, -3.5025, 0.9032)  -1.24
C (-0.6905, -3.7396, 2.1324)  -1.28
C (-0.5365, -3.5594, -0.6855)  -1.40
C (1.5214, 3.6208, 0.8167)  -1.27
C (-0.9814, 3.6748, 2.0623)  -1.26
C (-0.8142, 3.4972, -0.7535)  -1.25
H (3.1408, 0.9091, -0.9069)  0.46
H (2.9343, 1.0726, 1.7046)  0.41
H (-4.6772, -0.3156, -1.0812)  0.46
H (-3.1854, -1.0626, -1.8029)  0.36
H (-3.3472, 0.6810, -1.8199)  0.37
H (-4.7687, -1.3261, 1.0252)  0.58
H (-3.4979, -1.5244, 2.2922)  0.39
H (-3.3826, -2.4722, 0.8022)  0.32
H (-4.8608, 0.9311, 0.9900)  0.58
H (-3.5892, 2.1818, 0.6640)  0.31
H (-3.5952, 1.3278, 2.2132)  0.42
H (1.8044, -4.4632, 0.3713)  0.44
H (2.0387, -3.6562, 1.9603)  0.39
H (2.5439, -2.8290, 0.4699)  0.20
H (-0.7819, -4.7866, 1.8042)  0.43
H (-1.6812, -3.3294, 2.3730)  0.26
H (-0.0674, -3.6934, 3.0371)  0.44
H (-0.2095, -4.6082, -0.6140)  0.52
H (-0.1327, -3.0845, -1.5912)  0.36
H (-1.6337, -3.4976, -0.7255)  0.31
H (1.4295, 4.6132, 0.3516)  0.47
H (2.2866, 3.0329, 0.2953)  0.23
H (1.8173, 3.7254, 1.8671)  0.37
H (-0.9463, 4.7498, 1.8243)  0.42
H (-0.4804, 3.4893, 3.0242)  0.39
H (-2.0241, 3.3350, 2.1456)  0.30
H (-0.5252, 4.5612, -0.7200)  0.49
H (-1.9104, 3.3927, -0.7595)  0.29
H (-0.4105, 3.0059, -1.6520)  0.33
C (1.3522, 0.1065, -3.8614)  0.60
C (2.7294, -0.1028, -3.6612)  -0.07
C (3.6345, -0.1096, -4.7312)  -0.77
C (3.1732, 0.1397, -6.0285)  -0.47
C (1.8036, 0.3899, -6.2468)  -0.72
C (0.9060, 0.3994, -5.1637)  -0.55
Se (-0.0444, -0.0284, -2.4198)  0.16
H (1.0921, 0.0172, -1.3292)  0.25
H (3.0990, -0.2624, -2.6421)  0.47
H (4.6874, -0.3119, -4.5440)  0.42
H (3.8730, 0.1399, -6.8671)  0.41
H (1.4252, 0.5669, -7.2552)  0.41
H (-0.1618, 0.6196, -5.3266)  0.33
S (-1.1467, 0.0278, 4.8909)  0.01
C (0.5732, 0.0243, 5.1864)  -0.53
C (1.2653, 0.0298, 3.9968)  -0.58
N (0.4573, 0.0349, 2.8535)  0.37
C (-0.8395, 0.0253, 3.1981)  0.06
H (1.0513, 0.0201, 6.1589)  0.49
H (2.3340, 0.0237, 3.7917)  0.41
H (-1.6221, 0.0155, 2.4200)  -0.38

Computed properties:
Electronic energy (eV): -149333.4610
Net charge: +3
2S+1: 7

=====

# 2
# C20H40O3SSiSn

A structure of composition C20H40O3SSiSn (ωB97M-V/def2-TZVPD, the Open Molecules 2025 dataset).

Last column: natural (NBO) charge in e.
Element x y z (Å)
C (-2.2643, 1.2255, -0.8638)  -0.07
C (-4.4722, 3.1911, -0.3683)  -0.47
C (-3.4184, 0.4341, -0.6615)  -0.47
H (-1.3378, 0.9497, -0.3591)  0.26
C (-5.6232, 2.3209, -0.2551)  -0.44
H (-4.5028, 4.1294, 0.1969)  0.23
H (-3.2717, -0.5648, -0.2172)  0.24
H (-6.5119, 2.7215, 0.2521)  0.24
C (-4.5762, 0.4594, -1.6785)  -0.43
H (-4.8645, -0.5888, -1.8690)  0.23
H (-4.2447, 0.8602, -2.6499)  0.21
C (-2.2766, 2.4864, -1.6183)  -0.49
H (-1.9893, 2.3006, -2.6726)  0.23
H (-1.4958, 3.1687, -1.2400)  0.23
C (-3.6296, 3.2637, -1.6293)  -0.42
H (-4.2029, 2.9884, -2.5283)  0.20
H (-3.3755, 4.3307, -1.7607)  0.22
C (-5.8610, 1.2065, -1.2422)  -0.42
H (-6.3587, 1.5943, -2.1511)  0.20
H (-6.5723, 0.4809, -0.8153)  0.21
Sn (-4.0929, 1.5813, 1.1835)  0.50
H (-0.3869, 0.6581, -2.0463)  0.17
C (-0.5723, 0.6745, 2.8887)  -0.63
C (0.7303, 0.7134, 2.1009)  0.29
C (1.2164, 2.1468, 1.9319)  -0.64
C (1.8005, -0.1339, 2.7700)  -0.64
O (0.4228, 0.1548, 0.7707)  -0.98
Si (1.4862, -0.2841, -0.4106)  2.23
S (0.9684, 0.4665, -2.2985)  -0.49
O (2.9604, 0.3040, 0.0201)  -0.97
C (4.3143, -0.1896, -0.2038)  0.28
C (4.5958, -0.2442, -1.7006)  -0.64
C (5.2270, 0.8035, 0.5026)  -0.62
C (4.4804, -1.5708, 0.4166)  -0.64
O (1.5823, -1.9167, -0.4475)  -0.98
C (0.6604, -3.0485, -0.2732)  0.29
C (0.0658, -3.4094, -1.6298)  -0.63
C (1.5182, -4.1857, 0.2624)  -0.62
C (-0.4424, -2.7056, 0.7149)  -0.63
H (-0.3908, 1.0210, 3.9157)  0.21
H (-0.9777, -0.3449, 2.9422)  0.21
H (-1.3293, 1.3337, 2.4410)  0.23
H (1.3448, 2.6080, 2.9206)  0.21
H (2.1807, 2.1684, 1.4104)  0.23
H (0.4896, 2.7394, 1.3619)  0.22
H (1.5290, -1.1985, 2.7763)  0.21
H (2.7633, -0.0098, 2.2590)  0.23
H (1.9264, 0.1938, 3.8109)  0.22
H (4.4243, 0.7349, -2.1655)  0.22
H (5.6473, -0.5247, -1.8561)  0.22
H (3.9639, -0.9928, -2.1949)  0.22
H (5.0332, 0.8088, 1.5835)  0.21
H (6.2769, 0.5216, 0.3503)  0.21
H (5.0817, 1.8181, 0.1130)  0.22
H (4.2600, -1.5435, 1.4919)  0.21
H (3.8293, -2.3078, -0.0672)  0.24
H (5.5233, -1.8996, 0.2925)  0.21
H (0.8569, -3.6816, -2.3382)  0.22
H (-0.6025, -4.2754, -1.5165)  0.21
H (-0.5137, -2.5782, -2.0488)  0.22
H (1.9918, -3.9103, 1.2132)  0.22
H (0.8993, -5.0744, 0.4387)  0.21
H (2.3025, -4.4552, -0.4560)  0.21
H (-0.0323, -2.3825, 1.6812)  0.22
H (-1.1175, -1.9337, 0.3230)  0.22
H (-1.0458, -3.6081, 0.8973)  0.21

Computed properties:
Electronic energy (eV): -52077.9941
Relative energy (zero: lowest compared OMol25 entry of this formula, charge and spin) (kcal/mol): 0.0
Net charge: 0

=====

# 3
# C20H41AsBCsF6NO8PtS4

A structure of composition C20H41AsBCsF6NO8PtS4 (ωB97M-V/def2-TZVPD, the Open Molecules 2025 dataset).

Last column: Mulliken charge in e.
Element x y z (Å)
Cs (-1.7427, 1.5532, -3.8138)  1.15
Pt (0.6807, -0.9763, -0.1872)  4.55
B (-0.6852, 0.5796, -1.0350)  0.29
H (-1.0931, -0.3200, -1.4692)  -0.15
H (0.2631, 0.7097, -1.5330)  -0.13
H (-1.2719, 1.4713, -1.1926)  -1.13
H (-0.5891, 0.4665, 0.0338)  -0.35
As (-0.3357, -3.2806, -3.2098)  1.95
F (0.5898, -4.7084, -2.6150)  -0.47
F (0.0995, -2.3646, -1.7127)  -0.49
F (-1.3012, -1.8150, -3.7647)  -0.48
F (-0.7860, -4.1817, -4.7430)  -0.49
F (-1.8314, -3.8957, -2.4344)  -0.49
F (1.1190, -2.6496, -4.0595)  -0.47
C (3.8213, -1.2488, -5.0716)  -0.48
C (5.1085, -1.5897, -4.2921)  -0.68
C (4.5881, -1.7075, -2.8053)  -0.83
S (3.3615, -0.3242, -2.5399)  0.85
O (3.9873, 0.8909, -2.0099)  -0.67
O (2.1092, -0.8694, -1.8919)  -0.89
C (3.0673, -0.0689, -4.3446)  -0.90
H (3.2533, -2.1786, -5.0385)  0.16
H (4.0013, -0.9254, -6.0968)  0.47
H (5.7897, -0.7532, -4.4482)  0.29
H (5.5654, -2.5186, -4.6336)  0.39
H (5.2930, -1.7612, -1.9756)  0.51
H (4.1018, -2.6735, -2.6696)  0.39
H (3.5566, 0.9028, -4.4106)  0.55
H (2.0066, 0.1609, -4.4461)  0.34
C (3.1871, 4.0611, -0.1516)  -0.62
C (1.8911, 4.4957, 0.5276)  -0.71
C (1.0472, 3.1959, 0.5964)  -0.50
S (2.2109, 1.8972, 1.1516)  0.75
O (2.0850, 0.7949, 0.2030)  -0.65
O (2.1543, 1.7017, 2.6058)  -0.71
C (3.7847, 2.8693, 0.7210)  -0.88
H (3.8595, 4.9166, -0.2165)  0.45
H (3.0059, 3.9179, -1.2168)  0.29
H (1.3119, 5.1988, -0.0709)  0.36
H (2.1386, 4.9155, 1.5026)  0.33
H (0.5777, 2.9287, -0.3503)  0.13
H (0.2901, 3.1258, 1.3775)  0.59
H (4.5529, 2.2379, 0.2746)  0.42
H (4.2077, 3.2541, 1.6489)  0.45
C (-4.6513, -3.1873, 1.7138)  -0.91
C (-5.1249, -2.2694, 0.5841)  -0.67
C (-3.8951, -1.6355, -0.0939)  -0.60
S (-2.5924, -1.4354, 1.2994)  0.99
O (-2.7952, -0.1146, 1.9497)  -0.77
O (-1.2932, -1.8271, 0.7474)  -0.66
C (-3.2466, -2.8174, 2.3368)  -0.70
H (-4.6162, -4.2367, 1.4212)  0.38
H (-5.4275, -3.3694, 2.4571)  0.39
H (-5.7326, -1.4598, 0.9883)  0.24
H (-5.7473, -2.7633, -0.1620)  0.45
H (-4.1088, -0.7430, -0.6820)  0.35
H (-3.5549, -2.4101, -0.7812)  0.23
H (-3.0967, -2.4482, 3.3513)  0.51
H (-2.4869, -3.5934, 2.2424)  0.39
C (1.4079, -1.2187, 5.7856)  -0.74
C (0.4761, 0.0157, 5.7305)  -0.71
C (-0.3878, -0.0916, 4.4873)  -0.35
S (0.4727, -1.3631, 3.4074)  0.39
O (0.6742, -0.7817, 2.0725)  -1.01
O (-0.2064, -2.6653, 3.5228)  -0.67
C (2.0682, -1.4076, 4.3913)  -0.51
H (0.8951, -2.0785, 6.2170)  0.33
H (2.2804, -0.9907, 6.3978)  0.40
H (1.0566, 0.9371, 5.6846)  0.32
H (-0.1434, 0.0919, 6.6241)  0.33
H (-0.1370, 0.8484, 3.9959)  0.05
H (-1.4746, -0.1443, 4.4233)  0.62
H (2.5920, -0.5268, 4.0198)  0.28
H (2.6076, -2.3286, 4.1703)  0.48
N (-3.6051, 2.1402, -0.5421)  0.37
C (-3.1644, 3.3920, -1.0052)  -0.27
C (-4.3047, 4.1882, -1.3759)  -0.66
C (-5.4225, 3.4474, -0.9745)  -0.62
C (-4.9727, 2.1768, -0.4772)  0.02
H (-3.0820, 1.3374, -0.2227)  -0.11
H (-2.1128, 3.6378, -0.9962)  0.57
H (-4.2859, 5.2146, -1.7114)  0.47
H (-6.4476, 3.7789, -1.0492)  0.45
H (-5.4455, 1.2659, -0.1408)  0.46

Computed properties:
Electronic energy (eV): -164209.3932
Net charge: +2
2S+1: 4

=====

Question: Which value of net charge does entry 1 give?
Answer: +3

=====

Question: Which of these has the lowest net charge?
Answer: C20H40O3SSiSn

=====

Question: Number 1 is which compound?
Answer: C20H40NP3SSeTb